ORCA calculation (ωB97M-V/def2-TZVPD) on C18H16ClNO3 in the gas phase in a non-equilibrium geometry.

Structure (XYZ):
```
39
Properties=species:S:1:pos:R:3:lowdin_charge:R:1
O 3.83102 -1.16349 -1.79946 -0.04
C 2.76712 -0.35136 -1.83284 -0.32
C 2.77770 1.07004 -1.90892 -0.33
O 1.99451 1.46478 -1.02326 -0.03
C 1.15775 2.57676 -1.56040 -0.29
O 1.54393 3.07632 -2.59004 0.10
C -0.18776 2.92401 -0.87760 0.05
C -0.39853 2.31450 0.26080 -0.14
C -1.35354 2.62356 1.00552 -0.17
C -2.05962 1.43084 2.01294 -0.04
C -2.86312 1.63443 2.82181 -0.14
C -3.56653 2.96386 2.87550 -0.08
C -3.28658 3.89744 2.05114 -0.07
C -2.16577 3.73857 1.04671 0.04
N 1.41195 -0.83901 -1.72912 0.06
C 1.20518 -2.16831 -1.66476 -0.14
C 0.66478 -2.33292 -0.12524 0.00
C 1.23213 -1.50477 0.94566 0.01
C 0.33107 -1.53468 2.08213 -0.10
C -0.70547 -2.41145 2.35215 -0.13
C -1.10309 -3.14014 1.41596 -0.30
C -0.60111 -3.34012 0.29257 -0.47
Cl -1.19800 -4.41181 -1.08146 0.58
H 3.96785 1.30019 -1.47077 0.21
H 2.79148 1.34308 -3.07881 0.20
H -0.42348 3.90036 -1.04130 0.09
H 0.33915 1.31973 0.63543 0.22
H -1.55751 0.53830 1.77898 0.07
H -3.45605 0.80142 3.56801 0.19
H -4.40031 3.07507 3.45356 0.08
H -3.59047 4.95799 1.96821 0.12
H -1.79352 4.57599 0.59945 0.08
H 0.79318 -0.17828 -1.78201 0.07
H 0.65309 -2.58109 -2.25282 -0.01
H 2.23560 -2.85830 -1.44036 0.21
H 1.97241 -0.88373 0.77644 0.04
H 0.71903 -0.85038 2.83394 0.10
H -1.15902 -2.38708 3.48422 0.18
H -1.90045 -3.75542 1.44383 0.09
```

## Properties
orbital gap	7.45	eV
LUMO energy	-1.21	eV
energy above the lowest of the compared OMol25 structures with the same formula, charge and spin	353.4	kcal per mole
electronic energy	-1435.65617	a.u.
SMILES	O=C(COC(=O)/C=C/c1ccccc1)NCc1ccccc1Cl
highest occupied orbital energy	-8.66	eV